[1]
54
Properties=species:S:1:pos:R:3:forces:R:3 method="wB97M-V/def2-TZVPD" orbital_gap_ev=7.0 energy_ha=-2414.2042 fmax_ha_per_bohr=0.02036 de_lowest_kj_mol=105.9 total_charge=-1
Al -1.291076 -0.378422 0.108194 0.44 -0.53 0.79
C 6.356518 2.426900 -2.658715 -0.09 -0.01 0.04
C 5.115256 1.611883 -2.406142 0.00 0.02 -0.03
C 3.976835 1.796238 -3.186056 0.06 0.00 0.06
C 2.825517 1.062813 -2.943266 -0.10 -0.06 -0.04
C 2.809610 0.137695 -1.913688 -0.20 -0.12 -0.06
C 3.933718 -0.066811 -1.129771 0.00 -0.06 0.05
C 5.079458 0.671203 -1.378683 0.00 0.02 0.01
S 1.316017 -0.779349 -1.551384 0.47 0.44 -0.20
O 1.726390 -2.088216 -1.147883 -0.04 -0.09 0.15
O 0.457558 -0.634749 -2.703689 0.00 0.03 -0.06
N 0.691469 0.011240 -0.291291 -0.06 -0.57 0.08
C 0.494443 1.372249 -0.351902 0.04 0.72 -0.11
C 1.458219 2.377386 -0.205515 0.03 -0.11 -0.04
C 1.026466 3.681842 -0.102393 -0.07 -0.03 -0.01
C -0.336016 3.972420 -0.156995 0.01 0.02 0.00
C -1.221872 2.927608 -0.313158 -0.20 0.02 -0.05
N -0.811410 1.667074 -0.413637 0.40 -0.32 -0.07
H 6.432231 2.702382 -3.710404 0.03 0.02 0.01
H 7.253521 1.875619 -2.377814 0.01 0.01 -0.01
H 6.332812 3.348129 -2.071636 0.04 0.01 -0.02
H 3.996905 2.525252 -3.988250 -0.02 -0.03 -0.02
H 1.931072 1.184449 -3.541612 0.04 0.04 -0.01
H 3.894704 -0.806626 -0.339714 0.03 0.02 0.00
H 5.962981 0.518698 -0.768967 0.00 -0.03 -0.01
H 2.503970 2.111907 -0.144286 -0.01 0.04 0.04
H 1.744064 4.479623 0.044890 0.02 -0.01 -0.02
H -0.697672 4.985779 -0.055177 -0.01 -0.01 -0.04
H -2.292936 3.081097 -0.367225 -0.01 -0.02 0.09
O -5.174910 -0.107516 0.127626 0.01 -0.03 0.06
C -4.086307 -0.070065 0.671618 0.11 0.24 -0.12
O -2.973206 0.049209 0.009404 -0.89 0.19 -0.45
C -3.978852 -0.081577 2.176538 0.04 -0.14 0.18
C -5.202834 -0.144224 2.852141 0.03 -0.03 -0.04
C -5.287971 -0.176893 4.227317 -0.05 0.01 0.05
C -4.112719 -0.154925 4.971661 -0.03 -0.01 -0.01
C -2.897460 -0.090169 4.327403 0.05 0.01 -0.08
C -2.784837 -0.043292 2.924209 -0.12 0.05 0.15
S -1.114431 0.093139 2.368671 0.11 -0.09 -0.21
H -6.093660 -0.172309 2.239558 0.01 0.00 -0.01
H -6.253000 -0.224266 4.716964 0.01 -0.01 -0.01
H -4.147558 -0.196486 6.054429 0.01 0.02 0.00
H -1.974318 -0.076229 4.893549 -0.04 0.00 0.06
C -1.345695 -5.206252 -0.265314 -0.02 -0.01 0.04
C -0.962424 -4.550065 0.894742 -0.01 -0.03 -0.01
C -0.942079 -3.161978 0.931486 0.05 0.09 -0.03
C -1.293958 -2.375976 -0.174477 -0.07 0.24 0.05
C -1.681585 -3.071935 -1.325579 0.03 0.21 0.00
C -1.705774 -4.458158 -1.377172 -0.02 -0.09 -0.07
H -1.372732 -6.289794 -0.300459 0.02 0.01 -0.01
H -0.681141 -5.118547 1.774967 0.00 0.00 -0.01
H -0.637711 -2.669383 1.849576 -0.01 -0.04 0.02
H -1.957958 -2.512730 -2.214107 -0.02 -0.04 -0.02
H -2.005620 -4.964879 -2.288572 0.00 0.04 -0.01

=====

[2]
14
Properties=species:S:1:pos:R:3:forces:R:3 method="wB97M-V/def2-TZVPD" orbital_gap_ev=9.5 energy_ha=-320.7387 fmax_ha_per_bohr=0.14893 de_lowest_kj_mol=379.6
C 1.201723 -1.281582 0.350859 1.30 0.45 -0.09
C -0.136876 0.527974 -0.187002 3.39 3.03 0.70
C -1.324271 1.099632 0.103602 -2.81 0.45 0.73
C -2.262593 0.050076 0.028540 -7.01 -3.07 -0.07
H 2.056616 -1.054860 -0.328444 0.19 -1.28 1.09
H 1.469342 -0.460848 1.285412 -1.42 -3.10 -2.26
H 1.068875 -2.450071 0.549706 0.24 2.90 -0.29
H -0.719672 -1.409362 -0.724813 1.89 2.06 0.45
H 0.859588 2.231856 -0.195667 1.94 -2.75 0.68
H 1.756947 0.864872 -0.745563 0.76 0.09 -0.92
H -2.039668 2.052670 0.460355 3.42 -1.93 -1.11
N 0.124445 -0.719272 -0.617817 -1.84 -3.74 1.46
N 1.210859 1.181449 0.019595 -5.14 4.07 -0.44
N -3.265314 -0.632533 0.001233 5.10 2.81 0.08

=====

[3]
26
Properties=species:S:1:pos:R:3:forces:R:3 method="wB97M-V/def2-TZVPD" orbital_gap_ev=11.2 energy_ha=-464.0851 fmax_ha_per_bohr=0.09614 de_lowest_kj_mol=190.2
C -1.240715 -0.145355 -1.356638 -0.50 0.77 -3.91
C -1.466701 -1.359068 -0.566464 -3.95 -2.75 -0.80
C -0.704325 -1.262972 0.712240 -2.12 -1.08 1.25
C -1.119306 -2.538308 1.533446 -1.81 1.17 -0.47
H -0.732458 0.618713 -0.846208 0.63 1.00 1.11
H -2.164023 0.387037 -1.762424 1.15 -0.97 0.28
H -0.555001 -0.402581 -2.223467 -1.04 0.41 0.50
H -1.384017 -2.380799 -1.156837 0.67 2.05 1.00
H -2.680444 -1.488089 -0.368685 2.90 0.59 0.12
H -1.200220 -0.363036 1.190780 1.44 -0.74 -0.16
H 0.369465 -1.161126 0.519164 -0.19 0.14 0.37
H -1.439637 -3.327563 0.828105 0.24 0.28 0.33
H -2.058364 -2.284104 2.156379 1.67 -0.51 -0.73
H -0.330225 -2.929161 2.110741 0.76 -0.39 1.08
H 2.217915 2.227782 2.876823 -1.19 -3.31 2.14
H 2.815956 2.574221 1.537712 -0.25 0.20 1.04
O 2.487483 2.935381 2.395678 1.49 3.11 -3.11
H 3.077151 0.724660 -0.245797 -2.27 -1.30 -2.78
H 4.515207 0.704202 0.176625 -2.42 1.23 0.85
O 3.587065 1.086333 0.412243 4.63 0.07 1.73
H -2.244107 3.632885 -1.586874 0.53 -1.14 1.95
H -2.864337 2.865791 -0.407173 -1.31 -0.39 0.56
O -2.025667 3.122476 -0.736689 0.76 1.55 -2.51
H 1.221519 0.095757 -2.032481 0.38 0.04 -0.18
H 1.855487 -0.957847 -1.239861 -0.41 -1.95 1.89
O 2.062301 -0.375235 -1.920338 0.20 1.91 -1.56

=====

[4]
105
Properties=species:S:1:pos:R:3:forces:R:3 method="wB97M-V/def2-TZVPD" orbital_gap_ev=7.9 energy_ha=-3125.9635 fmax_ha_per_bohr=0.08584 de_lowest_kj_mol=100.6 total_charge=+1
Hf -0.194258 1.467928 0.159224 0.30 -1.67 1.24
C 1.804196 3.706756 2.970447 0.10 -0.10 0.00
C 2.874933 2.783113 2.394354 -0.40 0.12 -0.07
C 3.772780 2.245549 3.503322 0.08 -0.06 -0.15
P 2.116333 1.408025 1.386574 1.41 -0.08 0.84
C 3.622585 0.757517 0.468660 -0.31 -0.14 -0.17
C 4.279717 -0.513655 0.997227 0.04 0.07 0.03
C 3.273658 0.585738 -1.012709 0.05 0.08 0.11
C 1.418573 0.249837 2.623124 -0.27 0.09 -0.19
C 2.158915 -0.658811 3.379453 -0.02 0.00 -0.02
C 1.570853 -1.478594 4.330963 0.08 -0.04 -0.01
C 2.400550 -2.450732 5.125703 -0.01 0.11 0.03
C 0.198608 -1.354659 4.537507 0.05 0.00 -0.06
C -0.563221 -0.460046 3.810669 -0.14 0.12 -0.08
C 0.019849 0.347936 2.832249 0.42 -0.22 0.54
N -0.711095 1.245009 2.053663 -0.40 -0.59 1.32
C -2.113529 1.462394 2.272745 -0.32 -0.03 0.08
C -3.041533 0.689454 1.556337 0.22 -0.04 0.06
C -2.547348 -0.389374 0.625090 -0.17 0.15 0.28
C -4.398186 0.921447 1.718465 -0.06 0.05 0.02
C -4.864394 1.904467 2.584295 0.04 -0.02 -0.01
C -6.336852 2.166977 2.726299 0.07 0.02 -0.03
C -3.930884 2.648811 3.296844 0.01 -0.02 0.01
C -2.564716 2.447227 3.159081 0.13 0.12 -0.02
C -1.583574 3.294305 3.917808 -0.08 -0.12 -0.10
H 2.276356 4.558845 3.461465 0.01 -0.02 0.02
H 1.215191 3.174089 3.717677 -0.03 0.02 -0.02
H 1.135344 4.085548 2.201090 -0.01 0.05 0.02
H 3.485669 3.341065 1.678598 -0.05 -0.02 -0.09
H 3.194334 1.684459 4.236282 -0.01 0.00 0.02
H 4.240791 3.086642 4.016120 0.03 -0.01 0.00
H 4.565134 1.602295 3.116595 0.02 0.02 0.05
H 4.338418 1.578739 0.555438 -0.06 0.07 0.08
H 3.570945 -1.341339 1.033563 0.04 -0.03 0.01
H 4.718441 -0.370041 1.983811 0.01 -0.07 -0.03
H 5.091504 -0.791334 0.322712 -0.03 -0.01 -0.03
H 2.612344 -0.263432 -1.162205 -0.04 -0.05 -0.05
H 4.179847 0.406881 -1.593039 0.02 0.01 0.02
H 2.780041 1.470079 -1.420070 0.02 0.01 -0.07
H 3.227344 -0.719146 3.234545 -0.07 -0.06 0.06
H 3.317438 -2.703851 4.594809 0.00 -0.04 0.01
H 1.848223 -3.368913 5.321321 0.02 -0.02 0.00
H 2.684141 -2.021296 6.089057 -0.01 -0.04 0.01
H -0.285019 -1.976726 5.281403 -0.01 0.00 0.01
H -1.627627 -0.369952 3.992717 0.00 -0.04 0.00
H -2.174532 0.028589 -0.319605 -0.28 -0.28 -0.07
H -3.358357 -1.064735 0.363951 0.03 0.01 -0.12
H -1.757021 -0.979652 1.094303 0.03 -0.05 -0.10
H -5.110797 0.322598 1.161673 0.02 -0.02 0.00
H -6.892118 1.236190 2.839090 -0.02 0.01 -0.01
H -6.711338 2.674392 1.835241 -0.05 -0.01 0.02
H -6.541726 2.802298 3.585848 -0.03 -0.01 0.00
H -4.278114 3.412843 3.983057 0.01 0.00 0.00
H -2.096040 3.956704 4.611793 0.00 0.01 0.00
H -1.009191 3.898063 3.214161 0.05 0.04 0.10
H -0.885150 2.672797 4.480904 0.02 0.03 0.00
O -1.059157 4.735983 -1.578644 -0.15 0.24 -0.17
Cl -0.709122 3.571959 -0.912333 -0.49 4.09 -1.58
O 0.527325 2.974928 -1.375250 0.72 0.05 -0.68
O -0.510071 3.720732 0.514675 -0.10 0.56 0.65
O -1.699988 2.512881 -1.015612 -1.02 -0.46 -0.58
C -3.569231 -1.950671 -2.460964 0.25 0.13 -0.05
C -2.633558 -1.449013 -3.559606 -0.44 -0.09 -0.10
C -2.074193 -2.637960 -4.340187 0.19 0.24 0.16
C -3.384225 -0.518749 -4.503917 0.06 -0.01 0.07
O -1.608452 -0.643696 -2.931103 0.24 0.12 -0.03
Si -0.149783 -0.955501 -2.298308 -0.04 -0.78 -0.40
O 0.040282 0.045110 -1.000505 0.45 -1.30 -0.97
O -0.173246 -2.481850 -1.750457 -0.01 0.12 0.09
C 0.705951 -3.340064 -1.010175 0.16 -0.28 0.08
C -0.018620 -4.678565 -0.907668 -0.04 0.11 -0.07
C 0.948645 -2.772434 0.389916 -0.20 0.08 -0.20
C 2.015444 -3.508445 -1.775413 -0.18 0.18 -0.02
O 1.100895 -0.696258 -3.296784 -0.15 -0.07 0.20
C 1.311554 0.067942 -4.496041 0.17 0.14 -0.37
C 2.822072 0.199905 -4.664972 -0.10 -0.06 0.03
C 0.668957 1.445124 -4.375734 -0.06 -0.22 0.15
C 0.723346 -0.683381 -5.688274 0.03 0.01 0.22
H -4.360245 -2.565767 -2.888414 -0.02 -0.01 0.02
H -4.022580 -1.101929 -1.945912 -0.02 -0.04 0.01
H -2.996674 -2.547104 -1.748416 -0.07 -0.04 0.04
H -2.902088 -3.205505 -4.763446 0.00 -0.02 0.01
H -1.498421 -3.285381 -3.683733 0.01 -0.12 0.03
H -1.433425 -2.309764 -5.157425 -0.04 -0.03 0.01
H -4.204508 -1.061904 -4.973500 -0.02 0.04 -0.02
H -2.725297 -0.144779 -5.288910 0.01 -0.01 0.01
H -3.793564 0.332401 -3.958025 0.01 -0.01 0.00
H -0.950887 -4.561503 -0.352745 0.01 0.00 0.01
H 0.600973 -5.418653 -0.401034 0.01 0.01 0.02
H -0.262259 -5.046535 -1.905017 0.05 -0.03 0.01
H 0.025606 -2.807739 0.973120 0.02 0.03 0.04
H 1.266089 -1.731474 0.329003 0.14 0.00 0.03
H 1.712845 -3.345752 0.915601 -0.01 -0.03 -0.01
H 1.800314 -3.874328 -2.779994 0.06 -0.03 0.00
H 2.663835 -4.219621 -1.264224 0.03 0.00 -0.02
H 2.533336 -2.551847 -1.873102 0.04 -0.03 0.02
H 3.249032 0.843565 -3.895123 0.00 -0.03 0.03
H 3.045175 0.634763 -5.639126 0.04 0.03 0.02
H 3.292508 -0.782405 -4.608419 0.00 0.01 -0.01
H 1.087802 1.980361 -3.524975 0.04 0.06 -0.03
H -0.409328 1.338354 -4.232174 0.00 0.08 -0.03
H 0.847215 2.025078 -5.280581 0.00 0.02 -0.01
H 1.039572 -1.726952 -5.666771 0.00 0.00 -0.02
H 1.068675 -0.235818 -6.619550 -0.05 0.03 -0.02
H -0.364961 -0.637061 -5.659456 0.02 -0.01 -0.05

=====

[5]
79
Properties=species:S:1:pos:R:3:forces:R:3 method="wB97M-V/def2-TZVPD" orbital_gap_ev="8.1 / 6.6" spin_multiplicity=3 energy_ha=-4326.1121 fmax_ha_per_bohr=0.03203 total_charge=+2
C -15.781735 -16.963585 -15.342544 -0.25 -0.33 0.35
C -16.379774 -17.688528 -16.560337 0.43 -0.17 0.37
N -15.431621 -17.802788 -17.690520 -0.27 -0.06 -0.26
C -15.718388 -17.650068 -19.032956 0.04 0.30 0.24
C -14.573735 -17.892110 -19.712554 0.51 0.14 -0.08
N -13.603660 -18.185581 -18.777417 0.19 -0.40 0.62
C -14.163483 -18.179604 -17.572715 -0.44 -0.04 0.12
C -12.198030 -18.571121 -18.994530 -0.82 -0.40 -0.97
H -16.221679 -15.978979 -15.212750 0.23 0.14 -0.11
H -14.693930 -16.904126 -15.334128 0.00 0.16 -0.29
H -16.019234 -17.524462 -14.436378 -0.16 0.03 -0.06
H -17.266248 -17.171836 -16.910860 -0.01 -0.05 -0.20
H -16.651437 -18.707352 -16.287343 -0.15 0.03 -0.08
H -16.682731 -17.328336 -19.381949 -0.05 -0.03 0.00
H -14.329853 -17.854765 -20.759391 -0.14 0.08 -0.04
H -13.753226 -18.587968 -16.661519 0.48 0.39 0.08
H -11.623905 -18.428837 -18.085937 0.04 0.18 0.04
H -11.836143 -17.996004 -19.843359 0.27 0.21 0.26
H -12.204180 -19.614058 -19.320054 0.20 -0.01 0.22
C -3.640698 -21.749234 -17.452619 0.88 1.01 -0.04
C -4.700638 -22.114107 -16.431413 0.44 0.10 -0.46
N -5.952793 -21.363054 -16.650223 0.64 -0.41 0.45
C -6.360323 -20.239448 -15.978718 -0.12 0.23 0.26
C -7.625872 -19.973978 -16.374774 0.14 0.45 0.08
N -7.951381 -20.930429 -17.300914 -0.67 0.64 0.14
C -6.925622 -21.750001 -17.445003 -0.43 -0.45 -0.49
C -9.185815 -20.981856 -18.075278 0.40 -0.29 -0.36
H -2.798892 -22.440467 -17.464698 -0.33 -0.38 -0.02
H -3.148464 -20.804556 -17.187851 -0.33 0.02 0.06
H -4.008053 -21.590935 -18.466099 -0.19 -0.40 0.01
H -4.343451 -21.860356 -15.437815 -0.16 -0.16 0.13
H -4.926061 -23.176343 -16.479765 -0.19 0.01 0.14
H -5.750523 -19.710339 -15.268531 0.14 -0.14 0.00
H -8.290434 -19.179492 -16.074422 -0.12 -0.07 -0.10
H -6.956343 -22.592751 -18.113935 0.33 -0.12 0.08
H -9.170895 -20.201735 -18.833978 -0.04 0.07 0.07
H -10.054893 -20.878247 -17.433809 0.09 -0.02 0.15
H -9.176053 -21.946274 -18.578927 -0.34 0.01 -0.03
Pd -11.963017 -21.550165 -14.351935 0.33 1.54 0.48
C -11.007114 -19.180991 -15.121921 0.03 0.23 -0.24
O -12.279229 -19.369389 -14.898900 -0.38 -0.66 -0.07
O -10.517789 -18.165389 -15.596880 -0.16 -0.03 -0.02
O -10.288218 -20.232309 -14.822310 -0.26 -1.02 0.13
Cl -8.298242 -21.107087 -10.399739 0.04 -0.02 0.03
C -9.012823 -20.334699 -11.824630 -0.02 -0.43 -0.70
C -8.516024 -18.933836 -12.101539 -0.29 0.12 0.42
Cl -8.640991 -17.915408 -10.644132 -0.04 0.14 -0.10
H -10.096465 -20.388076 -11.744153 0.01 0.26 0.27
H -8.764656 -20.964458 -12.682543 0.08 0.07 0.04
H -9.153881 -18.467645 -12.851212 0.09 -0.09 -0.13
H -7.483448 -18.916062 -12.437062 0.06 -0.05 0.09
Cl -10.529128 -14.686063 -11.955763 0.03 0.10 0.01
C -11.446781 -15.671572 -13.098721 -0.16 -0.10 -0.45
C -12.514726 -16.482599 -12.404981 0.10 0.23 0.09
Cl -13.842527 -15.426521 -11.837682 -0.08 -0.08 0.09
H -10.751880 -16.318499 -13.631261 0.07 -0.16 0.13
H -11.895512 -15.024052 -13.850708 0.03 0.18 0.13
H -12.081188 -16.978271 -11.537527 -0.16 -0.12 0.00
H -12.986788 -17.191191 -13.082118 0.25 -0.14 -0.08
Cl -12.833700 -12.402616 -18.069527 -0.04 -0.11 0.01
C -12.999615 -13.841253 -17.025224 -0.03 0.28 -0.11
C -11.668719 -14.491593 -16.770714 0.51 0.00 -0.65
Cl -10.523077 -13.429172 -15.935111 -0.04 -0.06 0.31
H -13.625309 -14.540966 -17.574978 -0.18 -0.07 0.09
H -13.494005 -13.507196 -16.117023 0.00 -0.12 0.07
H -11.192754 -14.719287 -17.726387 -0.10 -0.02 0.00
H -11.756777 -15.432235 -16.233450 -0.12 0.00 0.31
C -12.817144 -21.169714 -11.140369 -0.32 -0.13 0.02
O -12.445356 -21.543023 -12.272609 0.28 -0.04 -0.20
N -13.807811 -20.342355 -10.876075 -0.24 -0.22 -0.64
C -14.332590 -20.197028 -9.531191 0.30 0.89 0.46
C -14.553894 -19.671705 -11.937034 0.26 0.52 0.10
H -12.329409 -21.574117 -10.248498 0.07 -0.09 -0.08
H -14.214789 -19.165888 -9.181784 0.03 -0.02 -0.19
H -13.766497 -20.812516 -8.837853 -0.23 -0.26 -0.03
H -15.401626 -20.397252 -9.522119 0.05 -0.39 0.05
H -14.496687 -18.592866 -11.759942 -0.08 -0.07 0.02
H -14.099815 -19.867534 -12.903707 -0.01 -0.13 0.01
H -15.605498 -19.955138 -11.930864 0.04 -0.20 0.05